This record from OMol25 describes a structure of composition C32H55BeBr6ClFMgN2O5P at a distorted geometry. The level of theory is ωB97M-V/def2-TZVPD.

Geometry as XYZ:
```
105
Properties=species:S:1:pos:R:3:mulliken_charge:R:1
C 4.809 2.942 2.617 -1.08
C 3.811 2.426 1.910 0.04
N 3.184 1.098 2.186 1.39
C 3.949 0.111 1.325 -0.50
C 3.904 -1.371 1.741 -1.16
C 2.552 -2.093 1.428 0.19
C 2.220 -2.058 -0.090 -1.63
C 1.767 1.158 1.677 -0.74
C 0.976 2.446 2.039 -0.79
C -0.487 2.073 2.480 -1.01
C -1.332 1.432 1.343 -0.31
C -2.466 2.418 0.890 -1.03
C -3.790 1.658 0.602 -1.01
C -4.517 1.364 1.959 -0.50
C -5.179 -0.043 2.015 -0.59
C -6.354 -0.037 3.056 -0.41
C -7.555 -0.910 2.568 -1.09
P 3.354 0.806 3.993 0.04
C 2.170 -0.548 4.505 -0.82
O 2.799 2.116 4.857 -0.42
H 5.556 2.305 3.100 0.29
H 4.881 4.020 2.791 0.33
H 3.462 2.987 1.037 0.34
H 3.679 0.177 0.260 0.21
H 5.006 0.423 1.371 0.37
H 4.636 -1.888 1.092 0.47
H 4.250 -1.578 2.766 0.45
H 1.729 -1.781 2.087 0.28
H 2.749 -3.148 1.681 0.39
H 1.910 -3.058 -0.416 0.57
H 1.385 -1.378 -0.330 0.09
H 3.145 -1.798 -0.623 0.42
H 1.175 0.311 2.056 0.14
H 1.724 1.053 0.580 0.08
H 0.847 3.094 1.155 0.41
H 1.392 3.043 2.862 0.55
H -0.930 3.009 2.858 0.59
H -0.379 1.426 3.375 0.18
H -1.854 0.561 1.780 0.15
H -0.729 1.083 0.492 0.45
H -2.687 3.154 1.678 0.44
H -2.080 2.978 0.021 0.40
H -4.456 2.309 0.014 0.38
H -3.584 0.703 0.087 0.41
H -5.330 2.100 2.080 0.50
H -3.837 1.479 2.823 0.25
H -5.553 -0.360 1.026 0.45
H -4.430 -0.777 2.360 -0.01
H -6.742 0.978 3.229 0.35
H -5.951 -0.419 4.008 0.33
H -7.614 -0.830 1.471 0.31
H -8.484 -0.561 3.034 0.34
H -7.346 -1.966 2.801 0.26
H 2.186 -0.499 5.608 0.42
H 2.581 -1.527 4.231 0.27
H 1.147 -0.411 4.124 0.25
H 1.828 2.034 4.850 0.33
O 3.554 -5.294 1.038 -0.43
H 4.424 -5.690 1.195 0.36
H 2.934 -6.041 1.111 0.27
F 2.381 0.793 -2.033 -0.20
C 1.634 0.628 -3.150 0.05
C 1.352 1.726 -3.941 -0.75
C 0.592 1.552 -5.088 0.93
C 0.115 0.292 -5.424 -0.56
C 0.403 -0.799 -4.616 -0.67
C 1.173 -0.634 -3.474 -0.24
H 1.728 2.708 -3.657 0.31
H 0.372 2.401 -5.719 -0.18
H -0.482 0.160 -6.319 0.34
H 0.029 -1.781 -4.876 0.41
H 1.415 -1.476 -2.838 0.40
C -1.905 -4.926 4.267 -0.49
C -0.917 -5.823 4.654 -0.54
C -0.126 -6.438 3.697 -0.34
C -0.333 -6.142 2.359 0.18
C -1.320 -5.255 1.959 -0.42
C -2.109 -4.646 2.921 -0.51
N 0.516 -6.772 1.347 1.07
O 1.370 -7.569 1.729 -0.66
O 0.338 -6.474 0.187 -0.55
H -2.519 -4.444 5.017 0.42
H -0.763 -6.040 5.702 0.42
H 0.641 -7.136 4.004 0.47
H -1.481 -5.032 0.914 0.48
H -2.882 -3.950 2.623 0.48
O 0.089 -9.927 0.210 -0.42
H 0.539 -9.090 0.387 0.34
Cl 4.205 -4.354 -0.909 -0.11
C -2.372 3.736 -7.456 -0.37
Br -1.794 4.480 -5.776 -0.01
Br -0.981 2.738 -8.335 0.11
Br -3.998 2.655 -7.255 0.33
H -2.619 4.571 -8.104 0.46
Be -4.267 2.911 -9.471 0.57
Br 2.412 6.339 -8.170 -0.06
C 1.746 6.932 -6.444 0.12
C 2.617 6.447 -5.312 -0.73
Br 2.292 4.563 -4.951 0.03
H 0.716 6.588 -6.367 0.48
H 1.755 8.037 -6.503 -0.36
H 2.369 6.966 -4.387 0.40
H 3.679 6.558 -5.510 0.41
Br -4.003 0.273 -8.718 -0.35
Mg 0.386 9.442 -7.041 0.11
```

Computed properties:
charge: +2
spin multiplicity: 1

***

This record from OMol25 describes a structure of composition C32H56As3BaClF4N3O6S2 at a distorted geometry. The level of theory is ωB97M-V/def2-TZVPD.

Geometry as XYZ:
```
108
Properties=species:S:1:pos:R:3:mulliken_charge:R:1
Ba 1.380 -0.410 -0.578 0.68
C -2.827 -1.576 -3.409 -1.69
C -1.674 -1.253 -2.459 1.08
N -1.088 -2.376 -1.722 1.49
C -2.091 -3.077 -0.926 -0.72
C -1.500 -3.877 0.224 -1.57
C -0.351 -3.314 -2.577 -1.29
C 0.998 -2.821 -3.093 -0.60
N 1.923 -2.617 -1.994 0.40
C 3.153 -3.107 -1.957 -0.26
C 3.941 -2.890 -0.777 -0.13
F 3.371 -2.217 0.265 -0.05
C 5.228 -3.324 -0.615 0.10
F 5.858 -3.054 0.549 -0.35
C 5.906 -4.031 -1.598 -0.83
C 5.179 -4.274 -2.747 0.29
F 5.770 -4.958 -3.754 -0.37
C 3.881 -3.855 -2.935 0.60
F 3.318 -4.160 -4.134 -0.37
H -3.152 -0.662 -3.909 0.45
H -3.689 -1.996 -2.887 0.34
H -2.529 -2.279 -4.189 0.33
H -2.019 -0.526 -1.713 -0.61
H -0.884 -0.762 -3.023 -0.26
H -2.706 -3.740 -1.559 0.14
H -2.773 -2.320 -0.524 0.36
H -0.914 -4.726 -0.131 0.52
H -2.300 -4.272 0.857 0.65
H -0.847 -3.239 0.818 -0.05
H -0.972 -3.624 -3.434 0.25
H -0.160 -4.211 -1.987 0.45
H 0.848 -1.891 -3.656 -0.15
H 1.334 -3.556 -3.823 0.57
H 6.920 -4.374 -1.471 0.49
O 0.669 -1.689 1.437 0.01
N 1.177 -1.788 2.643 0.29
C 1.104 -2.996 3.249 -0.39
C 1.566 -3.199 4.521 -0.91
C 2.130 -2.114 5.195 -0.16
C 2.209 -0.899 4.565 -0.91
C 1.739 -0.689 3.250 0.39
S 1.856 0.825 2.462 -0.37
H 0.658 -3.752 2.620 0.49
H 1.493 -4.183 4.961 0.41
H 2.509 -2.227 6.203 0.37
H 2.648 -0.042 5.054 0.42
C -1.280 3.131 -2.277 -1.41
As -1.158 2.270 -0.517 0.84
C -0.239 3.758 0.386 -1.47
C -3.048 2.685 -0.069 -2.37
C -3.676 2.292 1.280 3.56
C -2.906 2.989 2.399 -1.57
C -3.704 0.765 1.443 -1.35
As -1.982 -0.217 1.610 1.35
C -1.622 0.033 3.529 -1.69
C -2.850 -1.964 1.833 -1.82
C -5.136 2.804 1.217 -2.11
As -6.429 2.915 2.721 0.30
C -5.713 4.472 3.687 -1.14
C -5.919 1.561 4.052 -1.03
H -1.833 4.070 -2.205 0.44
H -1.781 2.458 -2.974 0.33
H -0.276 3.311 -2.657 0.30
H -0.888 4.630 0.486 0.37
H 0.621 4.027 -0.230 0.44
H 0.120 3.443 1.366 0.28
H -3.627 2.235 -0.884 0.42
H -3.128 3.771 -0.192 0.64
H -1.844 2.747 2.354 -0.19
H -3.261 2.697 3.387 0.14
H -3.001 4.074 2.309 0.47
H -4.170 0.345 0.543 0.38
H -4.337 0.481 2.283 0.17
H -2.546 0.094 4.108 0.45
H -1.006 0.913 3.697 0.30
H -1.050 -0.836 3.860 0.48
H -3.549 -1.946 2.671 0.68
H -2.083 -2.718 2.012 0.29
H -3.383 -2.233 0.921 0.73
H -5.658 2.238 0.440 0.47
H -5.137 3.845 0.872 0.58
H -5.606 5.302 2.987 0.33
H -4.753 4.277 4.158 0.30
H -6.436 4.761 4.450 0.39
H -6.150 0.561 3.691 0.30
H -6.538 1.757 4.929 0.40
H -4.871 1.608 4.342 0.20
O 2.408 0.247 -4.471 -0.61
Cl 1.247 1.019 -4.145 1.72
O 1.491 2.418 -4.329 -0.71
O 0.105 0.589 -4.894 -0.68
O 0.949 0.788 -2.697 -0.20
C 5.764 -0.044 -2.908 -0.90
C 5.741 1.299 -2.189 -0.75
S 4.042 1.681 -1.753 0.68
O 3.668 0.586 -0.780 -0.85
C 4.275 3.143 -0.728 -0.49
C 4.380 4.408 -1.566 -1.21
H 6.765 -0.240 -3.292 0.46
H 5.061 -0.056 -3.743 0.24
H 5.490 -0.849 -2.226 0.04
H 6.101 2.113 -2.823 0.42
H 6.317 1.281 -1.260 0.39
H 5.140 2.984 -0.081 0.46
H 3.386 3.145 -0.095 0.23
H 5.319 4.450 -2.121 0.35
H 4.335 5.285 -0.921 0.39
H 3.562 4.468 -2.285 0.27
```

Computed properties:
energy above the lowest of the compared OMol25 structures with the same formula, charge and spin: 1.238 eV
charge: -1
spin multiplicity: 1

***

Number 1: molecular weight 1146.0 g/mol, energy -18297.154672 hartree. Number 2: molecular weight 1116.5 g/mol, energy -10257.284603 hartree.